(P)
The following is a quantum chemistry calculation of C2H6N4O2 in the gas phase, from the OMol25 dataset.

**SMILES**: NC1(N)N=C([O-])[N@@H+]1O
**HOMO**: -9.2900 eV
**Lowest unoccupied orbital energy**: 0.4 eV

Structure (ORCA input):
```
! RIJCOSX wB97M-V def2-TZVPD def2/J DEFGRID3
* xyz 0 1
N 0.4121 -0.9243 0.6586
C 1.6262 0.1143 0.7266
C -0.2491 0.5849 -0.1091
N -1.3862 1.0920 0.4903
N -0.4168 0.1711 -1.4536
O 0.5265 -2.0680 -0.1463
N 0.9772 1.1629 0.2388
O 2.7126 -0.1608 1.1475
H 0.2408 -1.7089 -1.0150
H 0.0724 -1.2412 1.5677
H -2.2603 0.6081 0.3497
H -1.2426 1.4451 1.4236
H 0.3161 0.5643 -2.0307
H -1.3288 0.3606 -1.8480
*
```


(Q)
The following is a quantum chemistry calculation of 3 unconnected molecules or ions with the total composition C2H6N4O2, from the OMol25 dataset.

**HOMO**: -8.1033 eV
**Lowest unoccupied orbital energy**: -0.1 eV

Structure (ORCA input):
```
! RIJCOSX wB97M-V def2-TZVPD def2/J DEFGRID3
* xyz 0 1
C 1.5164 0.3809 -0.0501
C -1.7750 1.1138 -0.1019
H 4.5044 -0.9949 -0.2696
H 3.6910 0.7536 1.1976
H 1.6222 1.4940 -0.2715
H 0.5326 -1.4762 -0.4333
H -1.6172 2.2716 -0.6382
H -3.4834 -1.3900 -0.4769
N 3.6657 0.1015 -0.0174
N 2.4548 -0.4385 -0.1813
N 0.2321 -0.4065 -0.3111
N -2.9030 0.4127 -0.2657
O -0.7291 0.0712 0.7859
O -2.7516 -0.9851 0.1182
*
```


Going by the energies, (P) is most stable and the next is 236.4 kcal/mol up.


(P)
The following is a quantum chemistry calculation of 2 unconnected molecules or ions with the total composition HN3O3, from the OMol25 dataset.

**SMILES**: O=[N+]([O-])O.N#N
**HOMO**: -12.0176 eV
**Lowest unoccupied orbital energy**: 0.4 eV

Structure (ORCA input):
```
! RIJCOSX wB97M-V def2-TZVPD def2/J DEFGRID3
* xyz 0 1
N 3.7746 -0.0796 -0.2095
N 2.8070 0.4391 -0.1626
N 0.1388 -1.4764 0.0642
O -0.7949 -0.5483 -0.3765
O -0.0692 -2.5827 -0.2730
O 1.0230 -1.0245 0.7162
H -0.5674 0.3387 -0.0459
*
```


(Q)
The following is a quantum chemistry calculation of HN3O3 in the gas phase, from the OMol25 dataset.

**SMILES**: O=NN[N+](=O)[O-]
**HOMO**: -10.1677 eV
**Lowest unoccupied orbital energy**: -0.7 eV

Structure (ORCA input):
```
! RIJCOSX wB97M-V def2-TZVPD def2/J DEFGRID3
* xyz 0 1
N 0.0466 0.9979 -0.7830
N 0.3439 0.1172 0.0648
N -0.6799 -0.6566 0.4930
O -1.7562 -0.1765 0.3539
O 0.8605 1.6847 -1.3987
O -0.3146 -1.6825 0.9048
H 1.4999 -0.2843 0.3652
*
```


Going by the energies, (P) is most stable and the next is 96.7 kcal/mol up.


(P)
The following is a quantum chemistry calculation of C18H22N2O3 in the gas phase, from the OMol25 dataset.

**SMILES**: CCOC(=O)[C@H](C)N1N=C(/C=C/c2ccc(C)cc2)CCC1=O
**HOMO**: -8.0866 eV
**Lowest unoccupied orbital energy**: -0.9 eV

Structure (ORCA input):
```
! RIJCOSX wB97M-V def2-TZVPD def2/J DEFGRID3
* xyz 0 1
C -6.1045 -2.1697 -1.4642
C -5.3336 -0.8132 -1.6014
H -6.0171 0.0625 -1.2770
H -5.0861 -0.6009 -2.6335
O -4.2849 -0.9367 -0.9398
C -4.5501 -0.6421 0.5701
O -5.6510 -0.6474 1.2319
C -3.1707 -0.4540 1.1241
N -2.2846 0.4047 0.4148
C -2.6597 1.4749 -0.0781
O -3.9148 2.0669 0.0734
C -1.7826 2.3375 -1.0253
C -0.2585 1.9609 -0.4318
C 0.0088 0.7974 0.0994
N -0.9720 -0.0869 0.3109
C 1.2397 0.1124 0.2046
C 2.4868 0.6552 -0.0990
C 3.7563 0.2255 -0.0173
C 4.1816 -0.9576 0.1012
C 5.3490 -1.4691 0.3278
C 6.4035 -0.6579 -0.0942
C 6.0564 0.7776 -0.1134
C 4.8679 1.2542 -0.2607
H 4.6212 2.2339 -0.3513
H 6.9877 1.5415 -0.6824
C 7.9411 -1.1343 0.0612
H 8.1515 -1.5023 1.1099
H 7.9916 -1.9461 -0.4812
H 8.4723 -0.4792 -0.2534
H 5.6088 -2.5982 0.4868
H 3.2824 -1.6510 0.2838
H 2.3737 1.8484 -0.5122
H 1.3579 -0.8647 0.3541
H 0.4353 2.3813 -1.0538
H -0.2486 2.6930 0.5886
H -1.9521 3.4790 -1.0165
H -1.6672 1.7622 -2.0770
C -3.3428 0.0427 2.9418
H -2.4058 0.0825 3.2140
H -4.1475 -0.5036 3.2937
H -3.6849 0.9465 2.8182
H -2.8397 -1.4019 1.4810
H -5.5505 -2.9875 -1.8164
H -6.5539 -2.5159 -0.5136
H -7.1102 -2.1204 -2.2974
*
```


(Q)
The following is a quantum chemistry calculation of C18H22N2O3 in the gas phase, from the OMol25 dataset.

**SMILES**: CCOC(=O)C1CCN(C(=O)c2cc3cc(C)ccc3[nH]2)CC1
**HOMO**: -8.0339 eV
**Lowest unoccupied orbital energy**: 0.7 eV

Structure (ORCA input):
```
! RIJCOSX wB97M-V def2-TZVPD def2/J DEFGRID3
* xyz 0 1
C 0.3336 7.1731 -2.3241
C -0.2604 5.7800 -2.2337
H -0.3030 5.2947 -3.2146
H -1.2745 5.8102 -1.8196
O 0.5585 4.9901 -1.3658
C 0.4797 3.6653 -1.4864
O -0.2228 3.0985 -2.2818
C 1.3727 2.9848 -0.4641
C 0.6342 3.0009 0.8886
H -0.4403 2.8898 0.7280
H 0.8020 3.9509 1.3949
C 1.1200 1.8508 1.7566
N 0.7446 0.5854 1.1511
C 0.5575 -0.4692 1.9762
O 0.7876 -0.3798 3.1800
C 0.0671 -1.7481 1.4361
C -0.6710 -2.1389 0.3426
C -0.8979 -3.5332 0.4680
C -1.5649 -4.4761 -0.3194
C -1.6032 -5.7895 0.0926
C -0.9758 -6.1701 1.2927
C -0.3110 -5.2695 2.0909
C -0.2756 -3.9426 1.6737
N 0.2925 -2.8449 2.2321
H 0.7591 -2.7714 3.1222
H 0.1645 -5.5770 3.0103
H -1.0241 -7.2079 1.5898
C -2.3065 -6.8375 -0.7191
H -2.7521 -6.4045 -1.6110
H -1.6073 -7.6159 -1.0233
H -3.0935 -7.3091 -0.1315
H -2.0421 -4.1711 -1.2395
H -1.0527 -1.5203 -0.4437
C 0.6954 0.5539 -0.2944
C 1.6997 1.5444 -0.8779
H 1.6738 1.4627 -1.9650
H 2.7016 1.2799 -0.5378
H 0.9404 -0.4543 -0.6341
H -0.3074 0.8106 -0.6564
H 2.2083 1.9053 1.8863
H 0.6669 1.8843 2.7508
H 2.2906 3.5721 -0.3816
H 0.3856 7.6218 -1.3359
H 1.3372 7.1282 -2.7385
H -0.2871 7.7931 -2.9642
*
```


(R)
The following is a quantum chemistry calculation of C18H22N2O3 in the gas phase, from the OMol25 dataset.

**SMILES**: CCC(=O)c1cn(CC(=O)NC[C@H]2CCCO2)c2ccccc12
**HOMO**: -8.2768 eV
**Lowest unoccupied orbital energy**: 0.6 eV

Structure (ORCA input):
```
! RIJCOSX wB97M-V def2-TZVPD def2/J DEFGRID3
* xyz 0 1
C -5.0078 -2.1234 -1.3897
C -3.9796 -1.4556 -0.4869
C -3.1568 -0.4240 -1.2335
O -3.3199 -0.2064 -2.4182
C -2.1521 0.3082 -0.4651
C -1.3670 1.2798 -1.0497
N -0.5253 1.8348 -0.1507
C -0.7246 1.2205 1.0646
C -0.0873 1.4462 2.2793
C -0.4799 0.6874 3.3604
C -1.4823 -0.2740 3.2318
C -2.1180 -0.5000 2.0302
C -1.7482 0.2506 0.9139
H -2.8876 -1.2514 1.9703
H -1.7649 -0.8536 4.0981
H -0.0059 0.8363 4.3188
H 0.6919 2.1879 2.3764
C 0.4761 2.8154 -0.4515
H 0.1501 3.4292 -1.2946
H 0.6226 3.4724 0.4116
C 1.8441 2.2106 -0.8283
O 2.5842 2.7642 -1.6111
N 2.1416 1.0764 -0.1738
H 1.4434 0.6067 0.3877
C 3.2789 0.2509 -0.4972
H 3.9095 0.1434 0.3915
C 2.7790 -1.1327 -0.9505
C 3.9114 -2.1603 -1.0448
H 3.6879 -2.8957 -1.8176
H 4.8661 -1.6908 -1.2691
C 3.8724 -2.8152 0.3353
H 4.4223 -2.2146 1.0602
H 4.2741 -3.8252 0.3383
C 2.3767 -2.7865 0.6431
H 2.1520 -2.7299 1.7108
O 1.8586 -1.6228 0.0207
H 1.8766 -3.6699 0.2233
H 2.2377 -1.0165 -1.8976
H 3.8437 0.7441 -1.2902
H -1.3863 1.6002 -2.0738
H -4.4759 -0.9548 0.3477
H -3.2932 -2.2008 -0.0775
H -5.6896 -1.3797 -1.7944
H -4.5119 -2.6118 -2.2246
H -5.5806 -2.8636 -0.8358
*
```


Going by the energies, (Q) is most stable and the next is 15.4 kcal/mol up.


(P)
The following is a quantum chemistry calculation of 2 unconnected molecules or ions with the total composition C2H3FNP, from the OMol25 dataset.

**SMILES**: [H]/N=c1/cp1.F
**HOMO**: -8.3355 eV
**Lowest unoccupied orbital energy**: -0.6 eV

Structure (ORCA input):
```
! RIJCOSX wB97M-V def2-TZVPD def2/J DEFGRID3
* xyz 0 1
C -0.7567 -0.6157 0.2372
C -0.2002 0.1279 -0.7779
N -1.5306 -0.8333 1.1987
F 2.1192 1.4976 -0.5190
P 0.5860 -1.3503 -0.9062
H 1.5460 1.7262 0.1574
H -0.1827 1.2139 -1.1266
H -1.5809 -1.7663 1.7364
*
```


(Q)
The following is a quantum chemistry calculation of C2H3FNP in the gas phase, from the OMol25 dataset.

**HOMO (alpha / beta)**: -8.1080 / -8.1250 eV
**Lowest unoccupied orbital energy (alpha / beta)**: -1.0 / -1.0 eV

Structure (ORCA input):
```
! RIJCOSX wB97M-V def2-TZVPD def2/J DEFGRID3
* xyz 0 1
C -0.2975 0.3122 -0.2896
C -0.9676 -0.8082 0.2010
N -0.4342 1.5294 -0.5689
F 2.2361 0.2666 0.7978
P 1.5578 -0.7612 -0.3842
H -1.2786 -0.8285 1.2733
H -1.2377 -1.7621 -0.2417
H 0.4218 2.0518 -0.7878
*
```


Going by the energies, (P) is most stable and the next is 1.3 kcal/mol up.


(P)
The following is a quantum chemistry calculation of C2H3FNP in the gas phase, from the OMol25 dataset.

**SMILES**: [H]/N=C1/CP1F
**HOMO**: -9.2757 eV
**Lowest unoccupied orbital energy**: -0.7 eV

Structure (ORCA input):
```
! RIJCOSX wB97M-V def2-TZVPD def2/J DEFGRID3
* xyz 0 1
C 0.3484 0.5867 -0.2813
C 0.3221 -0.8529 0.1459
N -0.4276 1.5710 -0.3675
F 2.4840 0.6247 0.6762
P 1.7933 -0.3741 -0.8466
H 0.4232 -1.1421 1.1750
H -0.4671 -1.2713 -0.4784
H -0.0402 2.3176 -0.8351
*
```


(Q)
The following is a quantum chemistry calculation of 2 unconnected molecules or ions with the total composition C2H3FNP, from the OMol25 dataset.

**HOMO (alpha / beta)**: -8.7486 / -8.7534 eV
**Lowest unoccupied orbital energy (alpha / beta)**: -1.4 / -1.4 eV

Structure (ORCA input):
```
! RIJCOSX wB97M-V def2-TZVPD def2/J DEFGRID3
* xyz 0 1
C 0.9123 0.3005 -0.6288
C -0.1182 0.6325 -1.3606
N 2.0135 0.0768 -0.1360
F -1.9996 -0.2096 1.8566
P -1.6054 -1.6322 2.5567
H -0.8908 1.4071 -1.2799
H -0.5174 -0.2248 -1.7528
H 2.2057 -0.3502 0.7449
*
```


Going by the energies, (P) is most stable and the next is 29.8 kcal/mol up.